Record 1
DFT (ωB97M-V/def2-TZVPD) results for a molecular structure, C42H36Cl3IrN4O4PSi in a non-equilibrium geometry.

ORCA input file:
```
! wB97M-V def2-TZVPD RIJCOSX def2/J DEFGRID3
* xyz 2 2
Ir -0.290 1.277 -0.842
C 3.077 1.683 2.293
O 2.106 2.750 2.228
C 0.907 2.155 2.130
N 0.859 0.897 2.198
C 2.218 0.391 2.303
C 3.593 -1.394 0.901
C 3.548 -2.888 0.649
C 4.519 -3.483 -0.233
C 5.575 -2.766 -0.696
C 5.633 -1.358 -0.484
C 4.657 -0.700 0.189
C -0.320 2.927 1.871
C -0.670 4.062 2.578
C -1.914 4.635 2.346
C -2.761 4.040 1.427
C -2.328 2.912 0.746
N -1.119 2.378 0.936
C -3.113 2.262 -0.289
N -2.655 1.296 -1.002
C -3.600 1.074 -2.104
C -4.782 2.006 -1.733
O -4.305 2.734 -0.581
C -4.005 -0.350 -2.373
C -4.853 -0.595 -3.451
C -5.248 -1.886 -3.751
C -4.801 -2.946 -2.972
C -3.969 -2.705 -1.889
C -3.565 -1.412 -1.598
H 3.665 1.806 3.200
H 3.732 1.777 1.427
H 2.335 -0.149 3.244
H 2.593 -3.389 0.737
H 4.391 -4.526 -0.488
H 6.330 -3.229 -1.315
H 6.429 -0.802 -0.958
H 4.642 0.382 0.187
H 0.008 4.469 3.314
H -2.223 5.519 2.885
H -3.743 4.435 1.214
H -3.114 1.434 -3.016
H -5.678 1.455 -1.450
H -5.025 2.726 -2.510
H -5.207 0.234 -4.054
H -5.898 -2.070 -4.595
H -5.105 -3.957 -3.206
H -3.643 -3.529 -1.266
H -2.913 -1.209 -0.762
O -0.069 -2.265 -3.352
C -0.020 -1.517 -2.406
O 0.244 -0.261 -2.383
C -0.242 -2.216 -1.012
P -0.377 -0.992 0.348
C -1.792 -1.574 1.334
C -2.085 -2.934 1.455
C -3.106 -3.350 2.294
C -3.836 -2.422 3.022
C -3.566 -1.068 2.886
C -2.549 -0.645 2.043
C 1.076 -1.487 1.361
C 2.300 -0.625 1.118
C 4.085 -2.363 2.014
C 3.346 -2.645 3.200
C 1.985 -2.731 3.335
C 0.973 -2.359 2.399
H 0.594 -2.903 -0.882
H -1.159 -2.795 -1.104
H -1.515 -3.674 0.908
H -3.324 -4.405 2.392
H -4.611 -2.753 3.699
H -4.140 -0.343 3.445
H -2.335 0.407 1.925
H 2.118 -0.040 0.211
H 5.161 -2.407 2.114
H 3.952 -2.916 4.056
H 1.609 -3.152 4.260
H -0.001 -2.786 2.602
Cl 0.973 4.080 -3.303
Si -0.584 2.852 -2.797
Cl -2.136 4.169 -2.409
Cl -1.062 1.790 -4.461
C 4.235 3.014 -2.318
C 3.571 3.695 -1.309
C 2.454 3.119 -0.735
N 1.995 1.915 -1.094
C 2.658 1.244 -2.045
C 3.769 1.759 -2.686
H 5.094 3.448 -2.812
H 3.909 4.664 -0.973
H 1.911 3.640 0.040
H 2.265 0.272 -2.310
H 4.260 1.185 -3.458
*
```

Output
- <S²>: 0.7831
- Kohn-Sham gap (spin up / spin down): 0.262 / 0.171 hartree
- Relative energy (zero: lowest compared OMol25 entry of this formula, charge and spin): 96.42 kcal/mol
- E_LUMO (spin up / spin down): -6.09 / -8.57 eV
- Electronic energy: -4257.41013 Ha

Results of the Löwdin charge analysis, in e, for atoms 1 through 8: Ir 1.02; C -0.03; O 0.02; C -0.34; N 0.14; C -0.19; C -0.23; C -0.10

Record 2
DFT (ωB97M-V/def2-TZVPD) results for a molecular structure, C21H31AsF6NPtSi in a non-equilibrium geometry.

ORCA input file:
```
! wB97M-V def2-TZVPD RIJCOSX def2/J DEFGRID3
* xyz 2 2
Pt -0.346 -0.068 0.112
N -1.925 -1.607 0.707
C -2.842 -1.405 1.748
C -4.114 -1.950 1.642
C -4.983 -1.925 2.716
C -4.599 -1.308 3.917
C -3.367 -0.720 4.020
C -2.451 -0.732 2.942
C -1.232 0.021 3.066
C -0.649 0.205 4.348
C 0.321 1.148 4.551
C 0.736 1.971 3.493
C 0.221 1.771 2.215
C -0.661 0.740 1.982
H -2.330 -2.094 -0.085
H -1.101 -2.139 1.025
H -4.397 -2.463 0.731
H -5.947 -2.407 2.639
H -5.284 -1.278 4.752
H -3.110 -0.188 4.925
H -0.975 -0.421 5.168
H 0.741 1.286 5.538
H 1.480 2.738 3.661
H 0.553 2.416 1.407
C 0.641 -0.888 -3.659
Si 0.524 0.102 -2.062
C 2.832 0.217 -1.577
C 3.367 1.271 -2.493
C 2.831 0.583 -0.119
C 3.251 -1.177 -1.902
C -0.389 2.093 -2.841
C -1.698 1.562 -3.341
C 0.559 2.575 -3.889
C -0.470 2.951 -1.610
H 1.374 -0.488 -4.361
H -0.325 -0.935 -4.166
H 0.926 -1.914 -3.416
H 3.060 2.279 -2.216
H 3.140 1.082 -3.543
H 4.463 1.243 -2.411
H 2.525 1.616 0.050
H 3.856 0.478 0.261
H 2.238 -0.102 0.493
H 3.354 -1.346 -2.972
H 2.613 -1.943 -1.463
H 4.236 -1.335 -1.441
H -1.591 0.961 -4.242
H -2.329 2.421 -3.604
H -2.243 0.999 -2.581
H 0.688 1.867 -4.708
H 1.527 2.861 -3.485
H 0.132 3.485 -4.333
H -1.062 2.488 -0.819
H -0.973 3.889 -1.879
H 0.516 3.221 -1.229
F 0.654 -2.426 -0.329
As 1.319 -3.214 1.251
F 1.739 -4.549 0.316
F -0.329 -3.753 1.443
F 1.773 -3.737 2.779
F 0.734 -1.634 1.948
F 2.799 -2.396 0.927
*
```

Output
- <S²>: 1.1441
- Kohn-Sham gap (spin up / spin down): 0.154 / 0.174 hartree
- Relative energy (zero: lowest compared OMol25 entry of this formula, charge and spin): 108.25 kcal/mol
- E_LUMO (spin up / spin down): -9.96 / -9.57 eV
- Electronic energy: -4116.65941 Ha

Results of the Löwdin charge analysis, in e, for atoms 1 through 8: Pt 0.90; N 0.08; C -0.22; C 0.00; C -0.02; C -0.02; C 0.01; C -0.10

Record 3
DFT (ωB97M-V/def2-TZVPD) results for a molecular structure, C8H9BrO2S in a non-equilibrium geometry.

ORCA input file:
```
! wB97M-V def2-TZVPD RIJCOSX def2/J DEFGRID3
* xyz 0 1
C 0.955 -2.174 2.368
C 1.722 -2.139 1.151
C -0.153 -1.336 2.487
C 1.334 -1.321 0.158
C -0.629 -0.588 1.413
C 0.119 -0.600 0.213
C -0.778 2.503 -2.563
C -0.505 0.136 -1.010
O 1.081 2.159 -0.708
O -1.222 2.431 0.101
S -0.338 1.916 -0.860
Br -2.371 -0.186 -0.994
H 1.444 -2.753 3.125
H 2.688 -2.644 1.178
H -0.744 -1.280 3.429
H 1.832 -1.260 -0.838
H -1.584 -0.196 1.502
H -1.371 1.650 -2.907
H -1.413 3.429 -2.399
H 0.203 2.560 -2.895
H -0.271 -0.304 -1.952
*
```

Output
- Kohn-Sham gap: 0.364 hartree
- Relative energy (zero: lowest compared OMol25 entry of this formula, charge and spin): 0.00 kcal/mol
- E_LUMO: 0.52 eV
- Electronic energy: -3432.86367 Ha

Results of the Löwdin charge analysis, in e, for atoms 1 through 8: C -0.06; C -0.08; C -0.07; C -0.06; C -0.09; C -0.27; C -0.10; C -0.72

Record 4
DFT (ωB97M-V/def2-TZVPD) results for 4 unconnected molecules or ions with the total composition H6IO3 in a non-equilibrium geometry.

ORCA input file:
```
! wB97M-V def2-TZVPD RIJCOSX def2/J DEFGRID3
* xyz -1 1
I -1.248 1.259 0.432
O 1.286 -0.616 -1.355
H 0.781 0.130 -1.046
H 1.870 -0.199 -1.988
O 0.907 0.350 3.329
H 0.993 0.513 4.276
H 0.030 0.659 3.058
O -1.309 -0.825 -2.522
H -2.240 -0.902 -2.435
H -1.070 -0.369 -1.748
*
```

Output
- Kohn-Sham gap: 0.279 hartree
- Relative energy (zero: lowest compared OMol25 entry of this formula, charge and spin): 14.25 kcal/mol
- E_LUMO: 3.54 eV
- Electronic energy: -527.10891 Ha

Results of the Löwdin charge analysis, in e, for atoms 1 through 8: I -0.35; O -0.10; H -0.12; H 0.02; O -0.12; H 0.01; H -0.07; O -0.10